Record 1
C4H6O in the gas phase in a non-equilibrium geometry. Source: the Open Molecules 2025 dataset; level of theory: wB97M-V/def2-TZVPD.

Output
* F_max: 0.0422 Eh/bohr
* SMILES: C#CCCO
* M: 70.091 g mol⁻¹
* HOMO level: -10.197 eV
* calculated total energy: -231.12587 hartree

Structure (ORCA input):
```
! wB97M-V def2-TZVPD RIJCOSX def2/J DEFGRID3
* xyz 0 1
C -2.1495 -0.2349 -0.0042
C -1.1512 0.3898 0.2846
C 0.1418 -0.2627 0.6779
C 1.1433 0.0279 -0.4174
O 1.2357 1.4141 -0.6219
H -2.8924 -0.9644 -0.2052
H -0.0047 -1.3612 0.7525
H 0.4053 0.1020 1.6623
H 0.8310 -0.4951 -1.3430
H 2.1195 -0.3490 -0.1190
H 0.3212 1.7335 -0.6666
*
```

Löwdin atomic charge list, values in e, 4 entries:
1. C 0.134
2. C -0.129
3. C -0.215
4. C -0.297

Record 2
C4H9NO4S in the gas phase in a non-equilibrium geometry. Source: the Open Molecules 2025 dataset; level of theory: wB97M-V/def2-TZVPD.

Output
* F_max: 0.0848 Eh/bohr
* M: 167.186 g mol⁻¹
* HOMO level: -9.381 eV
* calculated total energy: -911.63045 hartree

Structure (ORCA input):
```
! wB97M-V def2-TZVPD RIJCOSX def2/J DEFGRID3
* xyz 0 1
C -0.1465 0.4846 0.4508
C 0.7347 -0.7376 0.6021
C 2.1104 -0.7972 1.1250
C 0.2218 1.2136 -0.7625
N 0.0735 -1.7638 0.2761
O -1.9988 -0.3796 -1.9259
O -3.8309 -0.0761 -0.2773
O -1.5249 0.2923 0.4944
O 1.1223 2.2467 -0.2954
S -2.3001 -0.7638 -0.5655
H 0.0650 1.1141 1.3032
H 2.3847 -1.8923 0.9705
H 1.9278 -0.6714 2.1101
H 2.8902 -0.1252 0.6132
H -0.6453 1.5803 -1.1608
H 0.7688 0.6083 -1.4069
H -4.2506 -0.0136 -1.1533
H 0.4625 -2.6690 0.4126
H 1.9353 2.3500 -0.8102
*
```

Löwdin atomic charge list, values in e, 4 entries:
1. C -0.364
2. C -0.363
3. C -0.004
4. C -0.178

Record 3
A molecular structure, C2H4N2 in a non-equilibrium geometry. Source: the Open Molecules 2025 dataset; level of theory: wB97M-V/def2-TZVPD.

Output
* F_max: 0.0585 Eh/bohr
* M: 56.068 g mol⁻¹
* HOMO level: -11.957 eV
* calculated total energy: -188.01478 hartree

Structure (ORCA input):
```
! wB97M-V def2-TZVPD RIJCOSX def2/J DEFGRID3
* xyz 0 1
C -2.0707 0.6948 -1.7092
C 2.0074 1.9705 -0.4050
N -1.0286 1.1511 -1.8842
N 1.6178 1.1668 -1.1354
H -3.0492 0.4835 -1.4794
H -0.0606 -3.8665 2.8700
H 2.2664 2.6576 0.3096
H 0.3176 -4.2578 3.4335
*
```

Löwdin atomic charge list, values in e, 4 entries:
1. C -0.059
2. C -0.073
3. N 0.054
4. N 0.039

Record 4
12 unconnected molecules or ions with the total composition C34H66FN13O22 in a non-equilibrium geometry. Source: the Open Molecules 2025 dataset; level of theory: wB97M-V/def2-TZVPD.

Output
* F_max: 0.0238 Eh/bohr
* SMILES: CCCCCCCCCCC[C@@H](C#N)[C@](F)(C#N)Cc1cccc(C)c1.C[N+](=O)[O-].C[N+](=O)[O-].C[N+](=O)[O-].C[N+](=O)[O-].C[N+](=O)[O-].C[N+](=O)[O-].C[N+](=O)[O-].C[N+](=O)[O-].C[N+](=O)[O-].C[N+](=O)[O-].C[N+](=O)[O-]
* M: 1027.969 g mol⁻¹
* HOMO level: -9.220 eV
* calculated total energy: -3801.01640 hartree

Structure (ORCA input):
```
! wB97M-V def2-TZVPD RIJCOSX def2/J DEFGRID3
* xyz 0 1
C 9.5700 -1.9717 -0.6370
C 8.8806 -0.6274 -0.9448
C 8.0797 -0.0343 0.2420
C 8.2815 1.4818 0.3393
C 7.1195 2.1514 1.1209
C 6.2259 2.9601 0.1692
C 4.9329 3.4437 0.8447
C 3.7377 2.5376 0.5341
C 2.4052 3.1408 1.0256
C 1.4254 3.4852 -0.1122
C -0.0262 3.5205 0.3930
C -1.0711 2.9743 -0.5901
C -0.8328 3.4785 -1.9460
N -0.7710 3.8016 -3.0450
C -1.1196 1.4140 -0.6468
F 0.1475 0.9198 -0.8304
C -1.9549 1.0296 -1.8142
N -2.5132 0.4667 -2.6437
C -1.6861 0.8599 0.6493
C -1.8297 -0.6470 0.7696
C -1.4709 -1.5713 -0.1980
C -1.6686 -2.9320 0.0047
C -2.2229 -3.3907 1.1919
C -2.5749 -2.4760 2.1878
C -3.1951 -2.9707 3.4700
C -2.3697 -1.1193 1.9683
H 10.6470 -1.8803 -0.7698
H 9.2518 -2.7514 -1.3276
H 9.3462 -2.3231 0.3621
H 9.6436 0.0966 -1.2254
H 8.1770 -0.7337 -1.7684
H 7.0203 -0.2316 0.0817
H 8.3658 -0.5129 1.1728
H 8.2709 1.8732 -0.6782
H 9.2244 1.7181 0.8290
H 6.5127 1.3622 1.5676
H 7.5006 2.8206 1.8907
H 6.7996 3.8322 -0.1470
H 6.0189 2.3315 -0.6980
H 5.0857 3.4877 1.9225
H 4.6872 4.4418 0.4755
H 3.8881 1.6001 1.0724
H 3.6903 2.3084 -0.5294
H 1.9187 2.4098 1.6731
H 2.5700 4.0325 1.6287
H 1.5603 2.8107 -0.9537
H 1.7001 4.4821 -0.4611
H -0.1415 3.0441 1.3613
H -0.2836 4.5676 0.5607
H -2.0717 3.2964 -0.2994
H -2.6725 1.2965 0.8195
H -1.0398 1.1853 1.4637
H -1.0507 -1.2599 -1.1429
H -1.3827 -3.6334 -0.7617
H -2.4019 -4.4450 1.3477
H -4.2804 -2.8858 3.4450
H -2.9789 -4.0263 3.6054
H -2.8013 -2.4453 4.3373
H -2.6468 -0.4393 2.7677
C 4.8085 -3.1475 1.1243
N 6.1949 -2.6228 1.2446
O 6.4071 -1.7504 2.0605
O 7.0342 -3.1019 0.5085
H 4.1835 -2.6280 1.8403
H 4.4727 -2.9707 0.1065
H 4.8502 -4.2107 1.3400
C -7.0009 -4.8165 5.8452
N -5.6450 -4.2119 5.9373
O -5.5139 -3.2014 6.5978
O -4.7528 -4.7701 5.3345
H -7.6861 -4.2112 6.4214
H -7.2827 -4.8307 4.7969
H -6.9342 -5.8244 6.2437
C -1.1352 -2.1039 -4.5617
N -0.4131 -3.0671 -3.6893
O -1.0593 -3.6818 -2.8617
O 0.7834 -3.1721 -3.8510
H -2.1849 -2.1218 -4.2948
H -0.7026 -1.1255 -4.3865
H -0.9841 -2.4168 -5.5896
C -10.2494 -1.0612 6.4501
N -9.9323 -2.4309 5.9635
O -10.5549 -3.3589 6.4291
O -9.0581 -2.5268 5.1259
H -11.0394 -1.1358 7.1873
H -9.3401 -0.6537 6.8815
H -10.5635 -0.4782 5.5897
C -0.9102 6.9384 -3.5337
N -1.5695 8.0043 -2.7315
O -1.4269 9.1550 -3.0797
O -2.2109 7.6365 -1.7669
H -0.3745 7.4026 -4.3533
H -0.2354 6.4084 -2.8714
H -1.6881 6.2748 -3.8962
C -2.9384 3.1120 3.9828
N -1.5097 2.6931 4.0233
O -1.2670 1.5300 4.2621
O -0.6812 3.5537 3.8071
H -3.5544 2.2451 4.1907
H -3.0719 3.8829 4.7353
H -3.1320 3.5094 2.9907
C 8.5234 -4.2565 3.9882
N 7.4126 -5.1776 3.6217
O 6.2829 -4.7296 3.6364
O 7.7113 -6.3124 3.3274
H 8.0994 -3.2862 4.2182
H 9.0291 -4.6857 4.8477
H 9.1916 -4.2033 3.1339
C 0.7305 2.4410 -5.5868
N 1.0765 1.1900 -6.3175
O 0.4611 0.1817 -6.0237
O 1.9523 1.2516 -7.1496
H -0.0626 2.2185 -4.8863
H 1.6263 2.7753 -5.0723
H 0.4111 3.1746 -6.3208
C 0.2738 -2.6695 -8.6750
N -0.9576 -3.5009 -8.5576
O -1.4876 -3.8870 -9.5741
O -1.3464 -3.7355 -7.4300
H 0.5003 -2.5432 -9.7266
H 0.0734 -1.7163 -8.1934
H 1.0695 -3.1962 -8.1573
C -8.6282 -2.2147 0.9623
N -9.6323 -2.9990 1.7329
O -9.3087 -4.0989 2.1235
O -10.7105 -2.4743 1.9180
H -7.7235 -2.8051 0.8808
H -9.0563 -2.0099 -0.0140
H -8.4516 -1.2928 1.5077
C -4.2630 2.7828 -3.5918
N -5.2400 3.7563 -4.1536
O -6.3869 3.6980 -3.7644
O -4.8139 4.5486 -4.9675
H -4.7772 2.1433 -2.8858
H -3.8598 2.2065 -4.4176
H -3.4779 3.3585 -3.1104
*
```

Löwdin atomic charge list, values in e, 4 entries:
1. C -0.115
2. C -0.236
3. C -0.236
4. C -0.205

Record 5
C7H6O4 in the gas phase in a non-equilibrium geometry. Source: the Open Molecules 2025 dataset; level of theory: wB97M-V/def2-TZVPD.

Output
* F_max: 0.1346 Eh/bohr
* SMILES: O=C(O)c1ccc(O)c(O)c1
* M: 154.121 g mol⁻¹
* HOMO level: -8.496 eV
* calculated total energy: -571.23214 hartree

Structure (ORCA input):
```
! wB97M-V def2-TZVPD RIJCOSX def2/J DEFGRID3
* xyz 0 1
O -2.8590 1.5039 -0.2886
C -2.6113 0.2935 0.0520
O -3.4882 -0.7460 0.4382
C -1.0601 -0.1156 -0.0102
C -0.4297 -1.4282 -0.3075
C 0.9860 -1.5943 -0.1263
C 1.8265 -0.5260 0.1726
O 3.1448 -0.6864 0.0893
C 1.3233 0.8429 0.1859
O 2.2492 1.8907 0.1837
C -0.0124 0.9114 0.0686
H -4.3342 -0.3285 0.6230
H -1.1170 -2.2022 -0.2197
H 1.3915 -2.6053 -0.2832
H 3.6252 0.1779 0.1640
H 1.9551 2.7233 -0.4023
H -0.5897 1.8888 -0.3395
*
```

Löwdin atomic charge list, values in e, 4 entries:
1. O 0.014
2. C -0.322
3. O 0.078
4. C -0.077

Record 6
C2H5FS in the gas phase in a non-equilibrium geometry. Source: the Open Molecules 2025 dataset; level of theory: wB97M-V/def2-TZVPD.

Output
* F_max: 0.0826 Eh/bohr
* SMILES: FCCS
* M: 80.127 g mol⁻¹
* HOMO level: -9.415 eV
* calculated total energy: -577.19430 hartree

Structure (ORCA input):
```
! wB97M-V def2-TZVPD RIJCOSX def2/J DEFGRID3
* xyz 0 1
F 2.1587 -0.5019 -0.2666
C 1.1539 0.2267 0.4330
C -0.1209 0.6531 -0.2601
S -1.6698 -0.2420 -0.0551
H 1.7506 1.2129 0.6455
H 0.8283 -0.3924 1.3951
H -0.1347 1.8479 0.2833
H 0.0194 0.8966 -1.3207
H -1.3721 -0.4536 1.2399
*
```

Löwdin atomic charge list, values in e, 4 entries:
1. F -0.104
2. C -0.287
3. C -0.634
4. S 0.691